Record 1
Here is 2 unconnected molecules or ions with the total composition C29H33BF4N3O5 in a non-equilibrium geometry from the OMol25 dataset. Energies are from ωB97M-V with the def2-TZVPD basis set.

Each line ends with the Mulliken charge.
Geometry (Å):
F 5.849551 -3.988208 2.769328  -0.425
F 6.860677 -6.135565 2.717447  -0.411
F 5.561869 -5.390212 0.875105  -0.423
F 4.504275 -5.937857 2.928913  -0.429
O -1.153605 -1.334642 6.048299  -0.567
O -0.452667 4.556328 -5.172089  -0.558
O 3.656590 -1.343671 -3.072334  -0.566
O 1.727165 4.687642 -4.171426  -0.478
O 2.959261 -2.962055 1.259358  -0.524
N -1.799146 -0.166141 3.882150  0.418
N -1.606205 6.489992 -1.900475  -0.482
N 2.416575 -2.652361 -1.244517  0.023
C -0.993867 -1.143401 3.034244  -0.725
C 0.421883 2.233100 -4.245196  -0.483
C -0.405680 -4.518583 -3.305984  -0.463
C -2.437397 2.402145 1.309322  0.062
C -3.289811 -0.331125 3.686654  -0.251
C -2.262371 5.185772 -2.200481  -0.275
C -3.790051 2.558430 0.881546  -0.665
C 1.286210 1.196173 -1.828920  0.116
C 2.409217 -2.277774 0.252526  -0.108
C 0.549569 -0.607772 2.814457  -0.383
C -1.410604 -0.218818 5.343217  0.301
C 0.745088 -0.007208 1.300438  0.327
C 1.876583 -0.253730 -1.315629  -0.798
C -1.803988 3.652596 -1.900594  -0.275
C 1.619874 -0.842133 0.193369  -0.340
C 0.386187 4.964724 -0.898982  -0.439
C -0.843279 2.378143 1.752328  -0.368
C 0.099725 1.442017 0.777164  0.456
C 0.539710 3.874554 -4.535101  0.493
C 1.673531 1.666596 -3.350791  -0.317
C -0.311301 3.479473 -1.163728  0.662
C 1.048775 -3.243430 -1.506452  -0.470
C -3.783828 -1.899535 3.535508  -0.893
C 2.782778 -1.397690 -2.063054  0.208
C -0.628422 -3.411585 -4.522550  -0.746
C 1.094382 -4.473031 -2.636690  -0.533
C -0.270409 6.411537 -1.243731  -0.170
C -1.302560 1.250625 6.134078  -0.856
C 0.362764 2.040878 -0.760077  0.327
B 5.694068 -5.362938 2.322725  0.711
H -3.943483 0.125036 4.574862  0.331
H 0.534141 -3.711488 -0.540981  0.295
H -0.205137 1.642380 6.010417  0.231
H -1.451338 -1.259008 1.937674  0.347
H -0.606111 1.937162 -3.769866  0.213
H 2.090202 0.699163 -3.912393  0.278
H -4.905919 2.928492 0.707128  0.316
H -4.962867 -1.890867 3.703262  0.348
H -0.661951 2.023737 2.852914  0.095
H 0.793463 0.196412 3.662231  0.241
H 0.166661 -2.535718 -4.467533  0.139
H -3.606782 -2.352438 2.457669  0.238
H -1.697239 -2.908576 -4.385722  0.227
H -0.472146 3.507366 1.660806  0.495
H -2.007363 1.980384 5.524067  0.250
H -3.314658 5.276802 -2.761619  0.275
H -0.647834 -5.592050 -3.758140  0.317
H 1.860520 -4.145028 -3.484712  0.238
H 0.306621 7.414487 -0.989383  0.303
H 0.260322 -2.468817 -1.933372  0.245
H -1.672707 1.168246 7.241806  0.321
H -3.643800 0.250324 2.717219  -0.032
H -3.358226 -2.600551 4.400378  0.246
H 2.591482 2.397385 -3.264295  0.382
H -0.910136 -2.200749 3.581289  0.327
H -1.251285 -4.298328 -2.493241  0.247
H 0.474877 1.710122 -5.315901  0.396
H 1.450434 4.970748 -0.368403  0.259
H 1.424516 -5.459879 -2.101300  0.313
H 1.361768 -1.474768 2.932196  0.360
H -2.458678 2.708292 -2.189983  0.424
H 1.512073 5.346339 -3.444598  0.351
H -0.630536 -3.955873 -5.561852  0.299

Atoms 1-2, force components in eV/Å:
-0.14 -1.41 -0.44
-1.18 0.78 -0.39

Computed properties:
LUMO ... 0.20 eV
Kohn-Sham gap ... 7.6160 eV
Total charge ... -1

=====

Record 2
Here is a molecular structure, C16H11N6O5RhS from the OMol25 dataset. Energies are from ωB97M-V with the def2-TZVPD basis set.

Each line ends with the Mulliken charge.
Geometry (Å):
Rh -0.916303 -0.028374 0.821345  0.256
S -0.949767 -3.206972 1.317189  0.184
O -4.025057 2.457605 0.839723  -0.626
O -0.525971 1.930064 0.903385  -0.596
O -1.597866 3.877215 1.005180  -0.627
O -2.837732 0.573665 0.899612  -0.640
O 0.148045 -3.118732 2.292836  -0.503
N 1.590494 -0.479999 -0.517195  -1.544
N 0.988489 -0.424383 0.718529  1.103
N -0.526925 -0.150536 2.805176  0.196
N -1.125815 0.311218 -3.421026  0.055
N -0.610643 0.056061 -1.182022  -0.024
N -1.488680 -1.999869 0.651701  -0.104
C -1.459811 0.287512 -2.129120  -0.347
C 1.286471 -0.501285 4.306527  -0.994
C 2.472007 -0.407916 -3.248847  -0.230
C 0.189337 0.088415 -3.830409  0.168
C -1.604525 2.674472 0.944880  0.615
C 0.738032 -0.219091 -1.458615  0.334
C -2.969362 1.877856 0.896044  0.666
C -0.931009 -0.149998 5.133957  -0.852
C 2.814476 -0.363359 -4.581406  -0.810
C 1.841353 -0.090343 -5.545456  -0.366
C 1.621966 -0.514474 1.820855  -0.251
C 0.407290 -0.388204 5.377390  -0.291
C 0.789100 -0.381295 3.027854  1.000
C 0.532441 0.135826 -5.178926  -0.916
C -1.366578 -0.032015 3.819560  -0.134
C 1.149788 -0.182177 -2.855374  0.588
H -1.641172 -0.050103 5.941750  0.412
H -1.835483 0.517644 -4.104974  0.295
H 2.337680 -0.701249 4.458602  0.445
H 3.837929 -0.536607 -4.883366  0.420
H -2.492352 0.476637 -1.856466  0.523
H 2.114637 -0.053320 -6.591361  0.405
H 0.770476 -0.492059 6.390721  0.409
H -0.223832 0.352017 -5.923177  0.378
H 3.206948 -0.614498 -2.483911  0.496
H -2.400136 0.150290 3.553822  0.538
H 2.692076 -0.679640 1.865014  0.374

Atoms 1-2, force components in eV/Å:
-0.24 -0.28 0.00
-0.04 -0.11 0.05

Computed properties:
LUMO ... -1.48 eV
Kohn-Sham gap ... 6.8067 eV

=====

Record 3
Here is a gas-phase ion, C5H9NO (charge +1) in a non-equilibrium geometry from the OMol25 dataset. Energies are from ωB97M-V with the def2-TZVPD basis set.

Each line ends with the Mulliken charge.
Geometry (Å):
O -1.322246 2.100337 -1.391868  -0.356
N 0.575229 -0.793319 -0.947794  -0.145
C 0.590814 0.068544 1.433934  -0.479
C -0.734758 -0.179786 -0.767098  0.052
C -0.732527 0.306746 0.833473  -0.564
C 1.501030 -0.431279 0.270214  -0.624
C -1.036353 0.947652 -1.700647  -0.047
H -1.004335 0.625801 -2.710023  0.388
H -1.135625 1.292479 0.905953  0.406
H 0.957017 0.857444 2.043837  0.396
H 0.486666 -1.754097 -0.873497  0.352
H -1.504247 -0.937590 -0.881824  0.359
H 2.128115 0.358328 -0.016235  0.283
H 2.105650 -1.364784 0.471063  0.387
H 0.646947 -0.742483 2.112975  0.281
H -1.521375 -0.353987 1.217530  0.311

Atoms 1-2, force components in eV/Å:
0.87 -3.46 -0.54
-0.95 2.87 3.92

Computed properties:
LUMO (spin up / spin down) ... -4.30 / -9.02 eV
Kohn-Sham gap (spin up / spin down) ... 11.2406 / 6.0492 eV
Energy above the lowest of the compared OMol25 structures with the same formula, charge and spin ... 59.5 kcal per mole
Total charge ... +1
Multiplicity ... 2